Record 1
The following is a DFT calculation (the ωB97M-V functional and the def2-TZVPD basis) of a structure of composition C4H5N3O6.

Geometry as XYZ:
```
18
Properties=species:S:1:pos:R:3:lowdin_charge:R:1
C 0.11112 1.02370 -2.13272 -0.11
C -0.39676 -2.26284 -0.32299 -0.07
C -0.83052 -1.03399 -1.13629 -0.18
C 0.32796 -0.11776 -1.16760 -0.46
N -0.01006 1.98505 -2.77558 0.18
N 1.79195 0.87196 1.85192 -0.26
N -0.76736 1.89718 1.45393 -0.49
O 1.86810 -0.13036 2.37962 0.28
O 2.30651 1.71990 1.33222 0.30
O 0.13780 1.48462 2.36057 0.01
O -1.33147 2.88648 1.72559 0.15
O 1.37537 -0.24909 -0.59388 0.09
O -0.78183 1.30646 0.42658 0.06
H 0.54047 -2.50934 -0.79649 0.07
H -0.35274 -2.19244 0.75148 0.07
H -1.18476 -3.06305 -0.42743 0.09
H -1.13475 -1.22309 -2.16239 0.13
H -1.66902 -0.39339 -0.76652 0.13
```

Summary:
Kohn-Sham gap   0.344 Ha
Maximum force   3.1 eV/A
E   -770.784784 a.u.
Total charge   0
E_LUMO   -1.652 eV
Highest occupied orbital energy   -11.0 eV

***

Record 2
The following is a DFT calculation (the ωB97M-V functional and the def2-TZVPD basis) of an isolated molecule of C19H15N5O2.

Geometry as XYZ:
```
41
Properties=species:S:1:pos:R:3:lowdin_charge:R:1
C 0.03502 -1.70898 4.25173 0.21
C -1.21381 -1.39877 3.72311 -0.15
C -2.42695 -1.57540 4.48075 -0.45
O -2.49820 -2.00816 5.64198 0.10
N -3.63172 -1.39592 3.96843 0.08
N -3.89302 -1.08367 2.75360 0.14
C -2.76351 -0.82035 1.94187 -0.26
C -2.99727 -0.29790 0.61833 -0.05
C -1.40562 -0.93389 2.39540 -0.09
C -0.21241 -0.58246 1.57187 -0.16
C 0.55754 -1.69224 0.93028 -0.01
C 1.43575 -1.40192 -0.02224 -0.05
C 1.74034 -0.08078 -0.34604 -0.21
O 2.60053 0.37263 -1.32224 0.03
C 2.26072 0.35083 -2.65777 -0.16
N 2.28546 -0.89548 -3.31788 0.13
C 2.01432 -0.82298 -4.67252 -0.08
C 1.35441 0.32688 -5.18974 0.05
C 1.20582 1.54021 -4.37948 -0.34
N 0.68075 2.66059 -4.71951 0.02
N 0.59140 3.48895 -3.67116 0.04
C 1.05684 2.75094 -2.64651 -0.10
C 1.60491 1.48487 -3.05999 -0.10
C 1.06110 0.97269 0.29402 0.04
C 0.08405 0.68252 1.21997 -0.18
C -0.57444 2.00550 1.89219 0.02
H 0.08012 -2.10055 5.20506 0.05
H 0.97136 -1.64284 3.72406 0.08
H -2.14605 -0.51157 0.04196 0.06
H -3.31126 0.84944 0.70485 0.14
H -3.89202 -0.82564 0.24822 0.09
H 0.23245 -2.77317 1.05934 0.15
H 1.87189 -2.30374 -0.52344 0.13
H 3.08436 -1.40320 -2.98008 0.16
H 2.27897 -1.64470 -5.30983 0.11
H 1.25965 0.27893 -6.31539 0.12
H 1.28408 3.34480 -1.77224 0.09
H 1.44525 1.94488 0.07694 0.11
H -1.66312 1.88126 2.16482 0.09
H 0.02618 2.16604 2.77880 0.08
H -0.47387 2.80232 1.21848 0.05
```

Summary:
Kohn-Sham gap   0.237 Ha
Maximum force   6.2 eV/A
SMILES   C=C1C(=O)N=NC(C)=C1c1ccc(Oc2[nH]ccc3nncc2-3)cc1C
E   -1157.039293 a.u.
Total charge   0
E_LUMO   -2.144 eV
Highest occupied orbital energy   -8.6 eV

***

Record 3
The following is a DFT calculation (the ωB97M-V functional and the def2-TZVPD basis) of an isolated molecule of C2H2S4.

Geometry as XYZ:
```
8
Properties=species:S:1:pos:R:3:lowdin_charge:R:1
S -1.43754 -1.15739 -0.08346 0.70
C -0.34297 -0.08123 0.40314 -1.24
S -0.25652 0.59438 2.02106 0.73
C 0.86291 0.35215 -0.56138 -1.31
S 2.05473 1.26314 0.04981 0.65
S 0.83818 -0.13823 -2.18929 0.77
H -1.38758 -0.03163 2.37670 -0.12
H -0.33121 -0.80119 -2.01658 -0.18
```

Summary:
Kohn-Sham gap   0.262 Ha
Maximum force   1.8 eV/A
SMILES   S=C(S)C(=S)S
E   -1670.117748 a.u.
Total charge   0
E_LUMO   -1.703 eV
Highest occupied orbital energy   -8.8 eV

***

Question: The highest maximum force belongs to which entry?
Answer: C19H15N5O2

***

Question: Among the records above, which one has the lowest maximum force?
Answer: C2H2S4

***

Question: Which value of maximum force does entry 1 give?
Answer: 3.1 eV/A

***

Question: What is the formula in the second record?
Answer: C19H15N5O2